[1]
ORCA calculation (ωB97M-V with the def2-TZVPD basis set) on 8 unconnected molecules or ions with the total composition C24H66N2O16 in a non-equilibrium geometry.

Each line ends with the Löwdin charge.
Element x y z (Å)
1 C 7.18197 3.95121 1.27091  -0.136
2 O 5.99543 3.60844 0.61352  -0.224
3 C 6.20348 3.43070 -0.79128  -0.195
4 C 4.82918 3.70820 -1.54239  -0.170
5 N 3.74181 2.68275 -1.48993  -0.031
6 C 2.94046 2.74797 -0.24055  -0.225
7 C 2.18884 1.49365 -0.00073  -0.198
8 O 3.08834 0.36564 -0.07825  -0.250
9 C 3.94749 0.28060 1.04208  -0.098
10 H 8.02451 3.20380 1.26690  0.104
11 H 6.87433 4.15554 2.30171  0.090
12 H 7.56986 4.88184 0.89517  0.073
13 H 6.56607 2.39746 -0.93704  0.120
14 H 6.98497 4.13935 -1.13047  0.116
15 H 5.03683 3.85188 -2.62935  0.114
16 H 4.50668 4.65969 -1.11937  0.110
17 H 4.26949 1.81377 -1.44681  0.088
18 H 2.27491 3.59482 -0.35381  0.117
19 H 3.56005 3.02664 0.58817  0.095
20 H 1.52142 1.29432 -0.86910  0.135
21 H 1.62576 1.48013 0.92887  0.114
22 H 4.40669 -0.69745 1.11505  0.080
23 H 3.32489 0.53129 1.98111  0.121
24 H 4.73281 1.08347 0.94801  0.088
25 C -1.80041 6.21145 -2.55798  -0.112
26 O -2.60850 5.23276 -1.94289  -0.217
27 C -2.34262 3.86937 -2.28776  -0.198
28 C -2.94042 2.89698 -1.22350  -0.211
29 N -2.71501 3.21531 0.14234  -0.043
30 C -1.42385 2.92242 0.67393  -0.251
31 C -1.14783 3.55054 1.96023  -0.225
32 O -1.06117 4.95164 1.72773  -0.181
33 C -0.65935 5.70148 2.84091  -0.129
34 H -2.33965 7.12383 -2.31865  0.088
35 H -1.61458 6.03436 -3.68403  0.113
36 H -0.83100 6.18101 -2.12604  0.064
37 H -1.23527 3.69702 -2.38855  0.125
38 H -2.91113 3.62137 -3.23876  0.134
39 H -2.54496 1.95065 -1.47726  0.100
40 H -4.02708 2.85922 -1.45673  0.120
41 H -2.86814 4.19687 0.17887  0.099
42 H -0.66983 3.28966 -0.00104  0.112
43 H -1.25803 1.82796 0.75944  0.111
44 H -0.17518 3.05841 2.25709  0.140
45 H -1.89942 3.34927 2.67612  0.116
46 H -0.38607 6.72683 2.49871  0.093
47 H 0.23220 5.26142 3.44848  0.113
48 H -1.48016 5.78958 3.55433  0.077
49 O -3.96636 0.28243 3.22995  -0.047
50 C -4.05725 0.93974 1.98341  -0.274
51 C -5.05712 0.38188 1.02773  -0.186
52 O -4.56045 -0.83314 0.40536  -0.110
53 H -3.34477 -0.44959 3.19187  0.054
54 H -4.37385 2.00065 2.14373  0.132
55 H -3.11648 1.02689 1.46510  0.084
56 H -5.36114 1.14283 0.25842  0.131
57 H -5.95288 0.16759 1.58990  0.120
58 H -5.30735 -1.46186 0.42286  0.057
59 O -2.48852 -3.98858 -2.33091  -0.086
60 C -1.30207 -4.61432 -2.79172  -0.203
61 C -0.21036 -4.57603 -1.75793  -0.242
62 O -0.48759 -5.46518 -0.72240  -0.058
63 H -2.30892 -3.19307 -1.80912  0.064
64 H -1.57134 -5.65530 -3.16848  0.154
65 H -1.05678 -4.16220 -3.75230  0.118
66 H -0.00957 -3.61210 -1.33212  0.094
67 H 0.68315 -4.81744 -2.34781  0.120
68 H -1.44512 -5.62294 -0.61986  0.098
69 O -6.44588 -2.89068 0.54565  -0.103
70 C -5.89398 -3.96847 -0.25998  -0.182
71 C -4.67219 -4.56150 0.51757  -0.181
72 O -3.92523 -5.38031 -0.43231  -0.094
73 H -6.52479 -3.26210 1.44086  0.105
74 H -6.65658 -4.69246 -0.51008  0.111
75 H -5.53121 -3.50932 -1.22541  0.140
76 H -5.00133 -5.22928 1.34606  0.133
77 H -4.05406 -3.74658 0.84731  0.092
78 H -3.42875 -4.82490 -1.03519  0.009
79 O 1.48595 -5.11037 1.01859  -0.095
80 C 1.61720 -4.43169 2.28441  -0.176
81 C 2.61350 -3.20100 2.10230  -0.173
82 O 1.95049 -2.05928 1.49324  -0.110
83 H 0.63650 -5.49265 0.81087  0.050
84 H 0.69496 -4.08853 2.74088  0.101
85 H 2.20415 -5.17126 2.89854  0.123
86 H 3.38229 -3.58652 1.39444  0.122
87 H 3.03907 -2.84467 2.96438  0.080
88 H 2.15881 -2.06650 0.56462  0.011
89 O -2.48700 -1.73512 1.93979  -0.113
90 C -1.26994 -2.23355 1.38452  -0.205
91 C -0.89925 -1.40884 0.15586  -0.198
92 O -1.90991 -1.51108 -0.85903  -0.082
93 H -3.19256 -1.51836 1.25561  0.050
94 H -0.48994 -2.16543 2.16980  0.112
95 H -1.36312 -3.32957 1.09272  0.130
96 H 0.06154 -1.78759 -0.27160  0.109
97 H -0.80098 -0.34242 0.35916  0.103
98 H -2.72056 -1.09267 -0.52095  0.061
99 O 2.34594 -3.08968 -0.81927  -0.123
100 C 3.14132 -3.32129 -1.95875  -0.202
101 C 3.78280 -1.99343 -2.34730  -0.228
102 O 2.91390 -1.00159 -2.89053  -0.050
103 H 1.89272 -3.90231 -0.63258  0.038
104 H 3.93345 -4.03612 -1.55499  0.146
105 H 2.54990 -3.83296 -2.71522  0.108
106 H 4.54758 -2.18431 -3.12829  0.126
107 H 4.28507 -1.60037 -1.45820  0.111
108 H 2.63604 -0.49059 -2.13060  0.044

Calculated values
ΔE to the lowest compared entry with this formula, charge and spin = 137.5 kJ/mol
charge = 0
SMILES = COCCNCCOC.COCCNCCOC.OCCO.OCCO.OCCO.OCCO.OCCO.OCCO

---

[2]
ORCA calculation (ωB97M-V with the def2-TZVPD basis set) on 7 unconnected molecules or ions with the total composition C24H66N4O11 in a non-equilibrium geometry.

Each line ends with the Löwdin charge.
Element x y z (Å)
1 C 3.60889 6.97835 -0.37232  -0.094
2 O 4.16379 5.68182 -0.46117  -0.186
3 C 3.24665 4.63019 -0.33977  -0.247
4 C 3.83945 3.46952 -1.17967  -0.204
5 N 5.27934 3.26264 -1.04492  -0.038
6 C 5.91590 3.10373 -2.33352  -0.216
7 C 5.75138 1.69564 -2.90839  -0.221
8 O 6.51113 0.73292 -2.20124  -0.171
9 C 6.04371 -0.57452 -2.34492  -0.126
10 H 4.24151 7.63206 -0.98761  0.089
11 H 3.60871 7.35669 0.64919  0.088
12 H 2.67240 7.08351 -0.92993  0.087
13 H 2.18553 4.72709 -0.60000  0.100
14 H 3.09508 4.34204 0.72329  0.112
15 H 3.56383 3.92976 -2.14751  0.120
16 H 3.25792 2.54710 -1.14429  0.094
17 H 5.58670 4.08131 -0.53551  0.097
18 H 6.99618 3.22549 -2.20254  0.123
19 H 5.59598 3.81073 -3.10940  0.114
20 H 6.15599 1.78557 -3.92220  0.122
21 H 4.70640 1.38063 -2.86501  0.112
22 H 4.95892 -0.60698 -2.50160  0.083
23 H 6.30889 -1.20636 -1.50100  0.071
24 H 6.43005 -1.08054 -3.24200  0.084
25 C -5.62568 -6.57421 3.82461  -0.112
26 O -5.52639 -5.33543 3.14550  -0.193
27 C -4.50971 -4.47952 3.64630  -0.224
28 C -4.13085 -3.47077 2.56930  -0.209
29 N -2.68022 -3.41781 2.32049  -0.059
30 C -2.45592 -2.51196 1.17309  -0.222
31 C -0.97972 -2.04979 1.12570  -0.214
32 O -0.71516 -1.35779 -0.07823  -0.199
33 C -1.51185 -0.22061 -0.32093  -0.120
34 H -6.48500 -6.51452 4.49042  0.085
35 H -4.73137 -6.88085 4.37764  0.081
36 H -5.71261 -7.37935 3.09215  0.084
37 H -3.65851 -5.08135 3.98275  0.112
38 H -4.84009 -3.95426 4.55337  0.121
39 H -4.58837 -2.49748 2.73196  0.116
40 H -4.62213 -3.85962 1.66296  0.120
41 H -2.41340 -4.33541 1.98084  0.110
42 H -3.04612 -1.59751 1.20101  0.103
43 H -2.69521 -3.02756 0.23730  0.128
44 H -0.38563 -2.96207 1.12972  0.119
45 H -0.72830 -1.43049 1.98845  0.119
46 H -1.09150 0.45984 -1.05414  0.060
47 H -1.79549 0.31682 0.59301  0.097
48 H -2.45922 -0.60448 -0.72488  0.074
49 C -2.26435 2.13449 -3.63696  -0.088
50 O -3.55663 2.51064 -3.17546  -0.175
51 C -4.21187 1.48210 -2.48673  -0.232
52 C -5.35795 2.01198 -1.63108  -0.189
53 N -6.47851 1.06582 -1.63116  -0.079
54 C -7.67268 1.61636 -1.01799  -0.204
55 C -8.48480 2.56872 -1.93235  -0.236
56 O -8.37702 2.15983 -3.26175  -0.188
57 C -9.36808 2.60974 -4.13554  -0.116
58 H -1.81286 3.07249 -3.96210  0.088
59 H -2.40346 1.51926 -4.52886  0.089
60 H -1.60131 1.70091 -2.88994  0.067
61 H -3.56215 0.82313 -1.89965  0.092
62 H -4.61003 0.73825 -3.19904  0.124
63 H -5.64026 3.03272 -1.90669  0.120
64 H -5.05045 2.04582 -0.58268  0.112
65 H -6.75327 0.77796 -2.56457  0.096
66 H -7.44253 1.96407 -0.00956  0.117
67 H -8.37214 0.79489 -0.82435  0.109
68 H -8.27952 3.63279 -1.76081  0.117
69 H -9.53062 2.46629 -1.61120  0.112
70 H -9.51963 1.95262 -4.98653  0.087
71 H -9.10838 3.63512 -4.43448  0.091
72 H -10.37582 2.75931 -3.71689  0.085
73 C 2.62503 0.12983 0.89592  -0.090
74 O 3.81564 -0.62821 0.75855  -0.206
75 C 3.69363 -1.96922 1.17866  -0.231
76 C 5.08557 -2.60071 1.16387  -0.211
77 N 5.11600 -3.95686 1.71501  -0.052
78 C 6.38370 -4.18386 2.38584  -0.227
79 C 6.47095 -5.58934 2.91588  -0.233
80 O 5.34699 -5.88201 3.73214  -0.176
81 C 5.20505 -7.23594 3.98683  -0.149
82 H 2.82219 1.19489 0.80751  0.071
83 H 2.22152 -0.02564 1.90409  0.085
84 H 1.96562 -0.26926 0.12159  0.090
85 H 3.04429 -2.47596 0.45441  0.130
86 H 3.26953 -1.98382 2.19027  0.122
87 H 5.69440 -1.82988 1.65291  0.124
88 H 5.38684 -2.69241 0.11675  0.108
89 H 4.31798 -4.07150 2.32767  0.103
90 H 6.52411 -3.47727 3.21965  0.122
91 H 7.22855 -4.01440 1.71629  0.125
92 H 7.41342 -5.82677 3.41963  0.123
93 H 6.43434 -6.26576 2.04986  0.124
94 H 4.68944 -7.41569 4.93855  0.085
95 H 6.17326 -7.74666 4.07750  0.085
96 H 4.59970 -7.86698 3.31682  0.088
97 O 0.48708 2.61530 -0.91416  -0.057
98 H 0.62283 2.47702 0.02900  0.021
99 H -0.13307 3.35904 -0.96406  0.006
100 O -0.00530 4.64604 1.48282  -0.044
101 H 0.90682 4.56496 1.78899  0.040
102 H -0.53568 4.25793 2.18980  0.059
103 O -1.34237 5.27018 -1.25122  -0.051
104 H -0.77338 6.01465 -1.47558  0.043
105 H -1.25627 5.18090 -0.29174  0.008

Calculated values
ΔE to the lowest compared entry with this formula, charge and spin = 406.2 kJ/mol
charge = 0
SMILES = COCCNCCOC.COCCNCCOC.COCCNCCOC.COCCNCCOC.O.O.O

---

| no. | gap between HOMO and LUMO (Eh) |
| --- | --- |
| 1 | 0.3447 |
| 2 | 0.3128 |